C17H65N3O21S2 | ωB97M-V with the def2-TZVPD basis set

Cartesian coordinates (Å):
N: 2.360 2.409 -0.598
N: -4.766 0.355 -1.663
O: -4.357 -0.265 0.424
S: 0.885 0.682 -1.778
S: -1.749 1.816 -0.498
C: 2.450 1.434 -1.459
C: -3.842 0.028 -0.768
C: 1.061 2.548 -0.125
C: -5.946 0.322 -0.973
C: 0.021 1.769 -0.746
C: -5.704 -0.213 0.245
N: 3.699 0.903 -1.920
C: -2.355 0.206 -1.172
C: -7.593 0.630 1.577
C: -6.186 -1.322 2.487
C: -7.831 -1.608 0.579
C: 7.666 0.436 -0.842
C: 7.215 1.926 -1.007
C: 6.685 -0.422 0.019
C: 5.910 1.883 -1.733
C: 5.446 -0.454 -0.770
C: 4.878 0.980 -1.048
C: -6.806 -0.614 1.226
H: 0.836 3.363 0.579
H: -6.917 0.627 -1.351
H: 3.618 0.071 -2.393
H: -1.811 -0.634 -0.714
H: -2.215 0.087 -2.258
H: -7.018 1.394 2.090
H: -8.392 0.338 2.324
H: -8.017 1.033 0.735
H: -6.949 -1.890 3.057
H: -5.379 -2.038 2.128
H: -5.643 -0.553 3.049
H: -7.213 -2.487 0.194
H: -8.218 -1.106 -0.314
H: -8.602 -1.840 1.318
H: 7.711 -0.008 -1.888
H: 8.678 0.368 -0.370
H: 7.147 2.446 -0.009
H: 7.963 2.451 -1.545
H: 6.515 -0.047 1.061
H: 7.092 -1.434 0.158
H: 6.109 1.528 -2.737
H: 5.509 2.854 -1.833
H: 5.676 -0.897 -1.702
H: 4.745 -1.143 -0.231
H: 4.612 1.370 -0.130
O: 3.773 3.789 1.344
H: 3.431 3.278 0.541
H: 4.441 3.204 1.828
O: 9.564 -0.929 1.844
H: 9.674 0.012 1.488
H: 9.622 -1.570 1.064
O: 8.000 0.953 3.241
H: 8.382 0.115 2.822
H: 8.772 1.535 3.543
O: 3.764 -1.850 -2.963
H: 4.518 -1.683 -3.617
H: 4.049 -2.590 -2.335
O: 5.721 2.304 2.571
H: 6.522 1.686 2.605
H: 5.236 2.241 3.456
O: 7.229 4.696 1.439
H: 6.600 5.388 1.051
H: 6.742 3.810 1.471
O: -9.968 1.631 -1.407
H: -10.385 0.763 -1.718
H: -10.477 1.952 -0.594
O: -3.503 -4.354 1.981
H: -3.999 -4.629 2.819
H: -4.183 -4.045 1.299
O: -10.545 -0.907 -2.300
H: -11.222 -1.281 -2.952
H: -9.645 -0.877 -2.762
O: -8.001 -3.369 5.167
H: -8.580 -2.878 4.499
H: -7.609 -2.689 5.805
O: -4.464 2.545 -3.169
H: -3.573 2.989 -3.347
H: -4.292 1.680 -2.674
O: 5.710 -1.771 -4.542
H: 6.698 -1.566 -4.467
H: 5.343 -1.264 -5.337
O: -9.938 -1.271 4.219
H: -9.462 -0.381 4.140
H: -10.510 -1.397 3.394
O: 6.004 4.293 -3.964
H: 5.030 4.028 -3.891
H: 6.160 4.669 -4.891
O: -1.196 -0.936 -4.116
H: -0.251 -1.297 -4.109
H: -1.776 -1.562 -3.572
O: 8.105 -3.826 1.209
H: 8.706 -3.414 0.508
H: 8.685 -4.335 1.863
O: -5.160 -4.374 -0.094
H: -5.301 -5.375 -0.133
H: -5.933 -3.929 -0.573
O: -6.146 0.217 5.546
H: -5.353 0.696 5.140
H: -5.806 -0.613 6.015
O: 10.279 1.881 1.325
H: 10.068 2.855 1.156
H: 10.386 1.750 2.323
O: -7.225 -3.869 -2.337
H: -7.108 -2.931 -2.697
H: -6.583 -4.478 -2.829

Calculated values
Net charge = 0
Orbital gap = 7.20 eV
Electronic energy = -87818.9376 eV
LUMO energy = -0.2 eV

---

C17H36ClNO15P | ωB97M-V with the def2-TZVPD basis set

Cartesian coordinates (Å):
O: 10.969 0.249 -1.400
C: 10.550 -0.611 -0.644
O: 9.928 -1.724 -1.095
C: 9.226 -2.466 -0.109
C: 7.887 -1.831 0.187
C: 6.902 -1.934 -0.971
C: 5.493 -1.563 -0.521
N: 5.384 -0.110 -0.166
P: 3.733 0.479 0.523
O: 3.709 -0.449 1.837
Cl: 2.488 -0.567 -0.655
H: 10.667 -0.546 0.444
H: 9.109 -3.489 -0.429
H: 9.811 -2.489 0.805
H: 7.447 -2.316 1.055
H: 8.049 -0.788 0.455
H: 6.858 -2.944 -1.352
H: 7.151 -1.256 -1.780
H: 4.763 -1.786 -1.283
H: 5.246 -2.159 0.347
H: 5.613 0.443 -0.992
H: 6.069 0.134 0.547
H: 4.505 -0.327 2.366
C: 0.112 -0.084 1.725
O: -1.251 -0.185 2.116
C: -1.879 -1.230 1.564
O: -1.374 -2.017 0.811
O: -3.131 -1.232 1.988
C: -3.931 -2.303 1.468
H: 0.515 0.793 2.226
H: 0.667 -0.968 2.036
H: 0.181 0.050 0.651
H: -3.523 -3.265 1.766
H: -3.995 -2.240 0.384
H: -4.918 -2.177 1.899
C: -8.737 2.037 3.083
O: -7.458 1.659 3.599
C: -6.454 1.843 2.750
O: -6.543 2.287 1.637
O: -5.330 1.450 3.342
C: -4.162 1.598 2.532
H: -9.462 1.846 3.867
H: -8.753 3.095 2.830
H: -8.991 1.442 2.209
H: -4.005 2.645 2.275
H: -4.246 1.002 1.631
H: -3.327 1.242 3.121
C: -8.313 6.105 1.888
O: -9.731 6.079 2.051
C: -10.405 6.619 1.037
O: -9.922 7.102 0.051
O: -11.702 6.530 1.310
C: -12.552 7.077 0.299
H: -7.891 5.640 2.774
H: -8.015 5.537 1.010
H: -7.949 7.128 1.813
H: -12.416 6.551 -0.644
H: -12.356 8.138 0.165
H: -13.570 6.937 0.649
C: 7.476 -4.190 -5.267
O: 6.185 -4.009 -4.671
C: 5.269 -4.887 -5.085
O: 5.449 -5.767 -5.874
O: 4.125 -4.611 -4.461
C: 3.045 -5.484 -4.819
H: 8.117 -3.420 -4.849
H: 7.878 -5.171 -5.023
H: 7.421 -4.068 -6.346
H: 3.282 -6.513 -4.559
H: 2.828 -5.409 -5.881
H: 2.183 -5.153 -4.248

Calculated values
Net charge = +1
Orbital gap = 8.03 eV
Electronic energy = -72220.9914 eV
LUMO energy = -3.8 eV

---

CH5NO2Si | ωB97M-V with the def2-TZVPD basis set

Cartesian coordinates (Å):
C: -0.678 1.440 0.712
N: 1.346 -1.801 -0.360
O: 1.557 -2.482 -1.364
O: 1.924 -1.938 0.711
Si: -0.745 0.196 -0.726
H: -0.002 2.344 0.788
H: -1.712 1.903 0.967
H: -0.305 0.757 1.519
H: 0.255 0.516 -1.760
H: -1.641 -0.933 -0.487

Calculated values
Net charge = 0
Energy relative to the best compared isomer or geometry (same formula, charge and spin) = 3.765 eV
Orbital gap (alpha / beta) = 6.34 / 6.17 eV
Electronic energy = -14575.1816 eV
LUMO energy (alpha / beta) = -1.8 / -1.8 eV

---

C15H18BO13Si2 | ωB97M-V with the def2-TZVPD basis set

Cartesian coordinates (Å):
C: 5.862 2.408 1.578
C: 5.109 0.996 1.282
O: 3.692 1.229 1.526
B: 2.849 0.470 0.642
O: 3.236 -0.827 0.088
Si: 1.077 1.163 0.188
O: 1.063 2.794 -0.414
Si: 1.418 3.979 0.798
C: -0.102 0.824 1.655
O: -0.094 -0.390 2.114
O: -0.966 1.720 2.229
H: 5.975 2.543 2.706
H: 6.850 2.499 1.003
H: 5.123 3.219 1.221
H: 5.445 0.227 2.078
H: 5.321 0.650 0.215
H: 2.751 -1.504 0.615
H: 0.593 0.318 -0.929
H: 2.752 3.879 1.386
H: 1.264 5.302 0.141
H: 0.397 3.953 1.869
C: -2.756 -5.701 2.800
C: -1.480 -5.612 2.420
C: -0.721 -4.334 2.537
O: 0.449 -4.298 2.196
C: -1.427 -3.160 3.059
C: -2.705 -3.248 3.437
C: -3.455 -4.532 3.346
O: -4.617 -4.582 3.717
O: -3.375 -2.167 3.921
O: -0.817 -6.687 1.909
H: -3.317 -6.623 2.723
H: -0.869 -2.233 3.122
H: -4.274 -2.489 4.122
H: 0.084 -6.365 1.714
C: -2.903 0.791 -3.949
C: -3.440 1.462 -4.969
C: -2.731 2.611 -5.602
O: -3.246 3.190 -6.547
C: -1.432 3.006 -5.053
C: -0.894 2.337 -4.028
C: -1.591 1.170 -3.413
O: -1.064 0.571 -2.494
O: 0.308 2.694 -3.507
O: -4.659 1.125 -5.477
H: -3.406 -0.046 -3.483
H: -0.937 3.852 -5.510
H: 0.478 2.062 -2.779
H: -4.820 1.757 -6.204

Calculated values
Net charge = -1
Orbital gap = 5.06 eV
Electronic energy = -58898.6844 eV
LUMO energy = 0.5 eV

---

C28H38BN10PtSe | ωB97M-V with the def2-TZVPD basis set

Cartesian coordinates (Å):
Pt: -0.403 0.212 0.215
C: 0.937 0.585 -3.379
C: 1.870 0.783 -2.231
C: 3.219 1.159 -2.245
C: 3.604 1.197 -0.921
C: 4.931 1.547 -0.336
N: 2.537 0.847 -0.171
N: 1.474 0.603 -0.984
B: 2.388 0.923 1.381
N: 1.745 -0.405 1.907
N: 1.262 -1.251 0.957
C: 1.385 -2.483 1.426
C: 1.192 -3.672 0.546
C: 1.921 -2.445 2.724
C: 2.147 -1.111 2.987
C: 2.691 -0.453 4.209
N: 1.470 2.134 1.669
N: 0.383 2.291 0.864
C: -0.051 3.539 1.024
C: -1.172 4.115 0.228
C: 0.758 4.192 1.962
C: 1.720 3.274 2.335
C: 2.852 3.433 3.293
H: 1.421 0.862 -4.313
H: 0.042 1.198 -3.257
H: 0.634 -0.461 -3.448
H: 3.827 1.374 -3.107
H: 5.643 1.746 -1.133
H: 5.315 0.735 0.281
H: 4.861 2.436 0.292
H: 3.462 1.070 1.889
H: 0.753 -3.376 -0.404
H: 0.586 -4.444 1.024
H: 2.166 -4.114 0.335
H: 2.137 -3.281 3.366
H: 2.633 -1.136 5.054
H: 2.123 0.446 4.447
H: 3.734 -0.163 4.076
H: -1.463 3.430 -0.561
H: -0.853 5.049 -0.232
H: -2.038 4.331 0.855
H: 0.664 5.210 2.299
H: 2.865 4.451 3.673
H: 3.809 3.229 2.815
H: 2.753 2.751 4.137
C: -5.188 2.937 -0.134
C: -4.059 2.262 0.564
C: -3.742 2.123 1.896
C: -2.535 1.404 1.944
N: -2.153 1.118 0.704
N: -3.076 1.646 -0.120
C: -1.742 0.970 3.127
H: -5.906 3.315 0.588
H: -5.702 2.244 -0.801
H: -4.826 3.776 -0.730
H: -4.305 2.486 2.737
H: -2.976 1.566 -1.119
H: -2.248 1.249 4.048
H: -0.753 1.430 3.115
H: -1.603 -0.113 3.122
C: -2.344 -1.080 -2.716
N: -2.013 -2.411 -2.247
C: -1.940 -2.802 -0.966
Se: -2.092 -1.775 0.601
N: -1.724 -4.128 -0.966
C: -1.583 -4.603 -2.263
C: -1.271 -5.854 -2.775
C: -1.183 -5.955 -4.150
C: -1.396 -4.846 -4.982
C: -1.691 -3.598 -4.466
C: -1.773 -3.501 -3.084
H: -2.287 -0.402 -1.868
H: -3.352 -1.071 -3.133
H: -1.632 -0.766 -3.476
H: -1.639 -4.656 -0.113
H: -1.088 -6.700 -2.128
H: -0.942 -6.909 -4.596
H: -1.323 -4.970 -6.053
H: -1.845 -2.742 -5.108

Calculated values
Net charge = +1
Energy relative to the best compared isomer or geometry (same formula, charge and spin) = 2.844 eV
Orbital gap = 7.19 eV
Electronic energy = -113820.6506 eV
LUMO energy = -3.1 eV

---

C51H48Br2N9O5Yb | ωB97M-V with the def2-TZVPD basis set

Cartesian coordinates (Å):
Yb: 1.046 0.590 -0.188
C: -0.063 4.291 -0.555
C: 1.116 4.350 -1.541
C: 1.800 5.488 -1.785
C: 2.927 5.488 -2.635
C: 3.178 4.377 -3.409
C: 2.354 3.257 -3.310
C: 2.349 2.315 -4.527
C: 1.427 3.156 -2.265
N: 0.765 1.982 -2.145
C: -0.447 1.921 -2.696
O: -0.935 2.415 -3.703
C: -1.502 1.097 -1.991
C: -2.736 0.731 -2.666
C: -3.806 0.219 -1.924
C: -3.667 0.054 -0.571
C: -2.392 0.355 0.037
N: -1.345 0.743 -0.731
C: -2.363 0.259 1.541
O: -3.213 -0.355 2.179
N: -1.347 1.018 2.201
C: -1.478 1.316 3.642
C: -2.743 2.127 3.938
C: -3.746 2.543 2.929
C: -2.907 2.561 5.246
C: -1.978 2.490 6.353
C: -0.702 1.966 6.426
C: -0.065 1.152 5.303
C: 1.278 0.471 5.761
H: -0.878 3.595 -0.839
H: -0.521 5.250 -0.689
H: 0.130 4.072 0.500
H: 1.564 6.345 -1.202
H: 3.682 6.292 -2.518
H: 4.090 4.286 -4.069
H: 2.554 2.948 -5.411
H: 1.508 1.687 -4.617
H: 3.236 1.584 -4.559
H: -2.755 0.886 -3.748
H: -4.759 0.034 -2.366
H: -4.409 -0.293 0.152
H: -3.368 2.564 1.906
H: -4.199 3.505 3.212
H: -4.612 1.820 2.965
H: -3.857 3.003 5.513
H: -2.205 3.153 7.209
H: -0.090 2.018 7.332
H: 2.083 0.703 5.027
H: 1.045 -0.588 5.754
H: 1.554 0.775 6.796
O: -1.379 -2.263 -2.587
C: -0.790 -2.542 -3.747
C: -1.490 -3.291 -4.754
C: -1.019 -3.330 -6.028
C: 0.210 -2.769 -6.380
C: 0.997 -2.133 -5.355
C: 0.488 -2.006 -4.054
C: 1.192 -1.257 -2.971
O: 0.552 -1.128 -1.817
N: 2.447 -0.844 -3.052
N: 2.984 -0.595 -1.853
C: 4.123 -1.195 -1.477
C: 4.351 -1.968 -0.284
C: 5.416 -2.928 -0.224
C: 5.701 -3.567 0.973
C: 4.874 -3.401 2.112
C: 3.796 -2.599 2.034
C: 3.462 -1.806 0.880
O: 2.422 -1.054 0.854
H: -0.527 -1.610 -2.058
H: -2.327 -3.921 -4.430
H: -1.566 -3.822 -6.800
H: 0.585 -2.993 -7.384
H: 1.951 -1.682 -5.497
H: 5.009 -1.245 -2.155
H: 6.016 -3.237 -1.089
H: 6.566 -4.220 1.096
H: 5.278 -4.057 2.953
H: 3.144 -2.469 2.918
Br: 4.650 4.702 4.697
C: 3.849 3.639 3.396
C: 4.340 3.519 2.069
C: 3.634 2.807 1.137
N: 2.499 2.160 1.383
C: 1.957 2.259 2.588
C: 2.611 3.052 3.599
C: 0.733 1.565 2.885
C: -0.150 2.034 3.931
C: -1.070 0.145 4.552
Br: -2.364 -0.596 5.833
C: -0.395 -0.951 3.796
C: 0.211 -0.731 2.611
N: 0.049 0.589 1.994
H: 5.343 3.968 1.759
H: 4.087 2.732 0.149
H: 2.204 3.087 4.608
H: -0.173 3.090 4.085
H: -0.653 -1.935 4.154
H: 0.838 -1.416 2.060
N: -3.703 -3.140 -1.515
C: -3.940 -3.866 -0.224
C: -3.440 -5.282 -0.414
N: -2.970 -5.562 -1.778
C: -3.928 -5.265 -2.857
C: -4.438 -3.797 -2.603
H: -2.703 -3.167 -1.817
H: -3.982 -2.144 -1.504
H: -3.400 -3.293 0.562
H: -4.999 -3.809 0.019
H: -4.267 -6.003 -0.130
H: -2.628 -5.445 0.346
H: -2.697 -6.559 -1.849
H: -4.784 -5.968 -2.908
H: -3.439 -5.371 -3.820
H: -5.532 -3.888 -2.321
H: -4.410 -3.245 -3.564

Calculated values
Net charge = 0
Energy relative to the best compared isomer or geometry (same formula, charge and spin) = 1.687 eV
Orbital gap (alpha / beta) = 4.74 / 4.74 eV
2S+1 = 2
Electronic energy = -248923.8098 eV
LUMO energy (alpha / beta) = -1.2 / -1.2 eV

---

C16H24BBrCl16N3O5P | ωB97M-V with the def2-TZVPD basis set

Cartesian coordinates (Å):
N: 0.634 3.752 1.501
B: -0.145 2.569 1.787
O: -0.598 2.294 3.049
C: -0.464 1.502 0.589
C: -0.579 2.481 -0.667
O: 0.462 2.714 -1.256
O: -1.743 2.880 -0.861
C: -1.763 0.921 0.867
N: -1.613 -0.307 1.263
C: -0.222 -0.736 1.398
P: 0.139 -0.762 3.258
O: 1.212 -1.979 3.146
Cl: -1.598 -1.787 3.822
C: 0.561 0.309 0.529
C: 0.781 -0.212 -0.899
C: -0.412 -0.529 -1.796
C: -0.889 -1.976 -1.752
Br: 0.376 -3.146 -2.657
C: 1.916 0.798 1.060
C: 3.191 0.009 0.716
C: 3.352 -1.361 1.311
N: 2.605 -2.419 0.739
O: 4.091 -1.531 2.244
H: 0.143 4.508 1.040
H: 1.105 4.130 2.317
H: -0.321 2.996 3.651
H: -2.702 1.429 0.737
H: -2.405 -0.899 1.480
H: -0.046 -1.767 1.089
H: 1.564 -2.173 4.033
H: 1.410 -1.101 -0.862
H: 1.342 0.577 -1.401
H: -1.249 0.147 -1.642
H: -0.081 -0.365 -2.824
H: -1.007 -2.369 -0.744
H: -1.824 -2.100 -2.292
H: 1.907 0.915 2.153
H: 2.064 1.800 0.653
H: 3.338 -0.032 -0.366
H: 4.032 0.574 1.121
H: 2.278 -3.029 1.479
H: 3.120 -2.935 0.036
C: -4.429 0.568 -3.018
Cl: -3.610 0.078 -1.534
Cl: -3.303 0.460 -4.355
Cl: -5.886 -0.382 -3.306
H: -4.715 1.606 -2.899
C: -3.099 4.291 -5.285
Cl: -2.353 3.711 -3.804
Cl: -1.946 4.299 -6.622
Cl: -4.532 3.336 -5.713
H: -3.427 5.308 -5.121
C: -4.933 2.327 3.794
Cl: -3.613 1.838 2.714
Cl: -5.745 3.755 3.168
Cl: -6.062 0.997 4.029
H: -4.500 2.575 4.754
C: 4.670 -3.579 4.553
Cl: 3.497 -2.687 5.542
Cl: 6.182 -3.775 5.432
Cl: 4.003 -5.136 4.069
H: 4.850 -2.996 3.662
C: 3.493 -4.134 -5.427
Cl: 2.339 -5.031 -4.439
Cl: 2.904 -3.959 -7.078
Cl: 3.839 -2.560 -4.711
H: 4.415 -4.698 -5.458

Calculated values
Net charge = 0
Orbital gap = 8.18 eV
Electronic energy = -312058.7524 eV
LUMO energy = -0.4 eV

---

- Which value of net charge does entry 4 give?
  -1

---

What did the third record say?
CH5NO2Si | ωB97M-V with the def2-TZVPD basis set

Cartesian coordinates (Å):
C: -0.678 1.440 0.712
N: 1.346 -1.801 -0.360
O: 1.557 -2.482 -1.364
O: 1.924 -1.938 0.711
Si: -0.745 0.196 -0.726
H: -0.002 2.344 0.788
H: -1.712 1.903 0.967
H: -0.305 0.757 1.519
H: 0.255 0.516 -1.760
H: -1.641 -0.933 -0.487

Calculated values
Net charge = 0
Energy relative to the best compared isomer or geometry (same formula, charge and spin) = 3.765 eV
Orbital gap (alpha / beta) = 6.34 / 6.17 eV
Electronic energy = -14575.1816 eV
LUMO energy (alpha / beta) = -1.8 / -1.8 eV

---

- The lowest electronic energy belongs to which entry?
  C16H24BBrCl16N3O5P

---

- Which formula does entry 2 have?
  C17H36ClNO15P